DFT (the ωB97M-V functional and the def2-TZVPD basis) results for 4 unconnected molecules or ions with the total composition C26H61Cl2N3O5S at a distorted geometry.

Atoms and positions in Å:
C -3.69025 1.28374 4.70841
C -4.56203 1.48469 3.29591
O -4.19769 0.34444 2.44100
C -3.91522 0.74654 1.05498
C -2.57312 -0.13237 0.58287
O -1.41829 0.54170 1.19928
C -0.13666 -0.03176 0.74411
O 0.03127 -0.04410 -0.72402
S 0.90720 1.31232 -1.27791
O 2.43618 1.11980 -0.96863
O 0.44047 2.75005 -0.42849
C 0.17031 3.82376 -1.39840
Cl 0.96757 3.54023 -3.04642
C -1.44847 4.07350 -1.43820
C -2.26546 3.19279 -2.55214
Cl -1.87759 5.87024 -1.63278
H -2.52994 1.50283 4.54291
H -3.84025 0.19156 5.10449
H -4.04343 2.05157 5.54270
H -4.25029 2.53568 2.88660
H -5.68547 1.51798 3.62867
H -4.81553 0.45101 0.33401
H -3.61450 1.86847 0.91139
H -2.72734 -1.24665 0.90547
H -2.58308 -0.09195 -0.59961
H 0.71181 0.69640 1.16163
H 0.10959 -1.09015 1.22027
H 0.64957 4.82687 -0.96471
H -1.87632 3.74218 -0.37451
H -1.63003 2.39696 -3.12711
H -2.82437 3.96440 -3.25209
H -3.12150 2.58918 -1.98029
C -2.50593 -2.21692 3.85750
C -3.18644 -3.47770 4.38287
N -3.53802 -4.43608 3.33248
C -4.45641 -5.48528 3.78650
C -3.95313 -6.44574 4.85922
C -2.44289 -4.89323 2.47562
C -1.24173 -5.54919 3.14873
H -3.10468 -1.73974 3.07437
H -2.38238 -1.49425 4.67121
H -1.51003 -2.42822 3.45538
H -4.10427 -3.15363 4.88905
H -2.54940 -3.93273 5.15032
H -4.79874 -6.06850 2.92296
H -5.36325 -4.99857 4.16934
H -3.23295 -7.15938 4.45558
H -4.79424 -7.03016 5.24815
H -3.49904 -5.92562 5.70644
H -2.07860 -4.03402 1.89902
H -2.83520 -5.57809 1.71209
H -0.88731 -4.98708 4.01729
H -0.40929 -5.60389 2.43846
H -1.45924 -6.57227 3.46056
C 2.12624 -0.56227 3.64416
C 3.55687 -0.56800 4.17513
N 4.57285 -0.65616 3.12372
C 5.91069 -0.97394 3.63323
C 6.57422 0.04563 4.55339
C 4.52871 0.37708 2.08790
C 4.62315 1.83272 2.53327
H 1.94206 -1.42160 2.99062
H 1.41940 -0.61924 4.47888
H 1.90100 0.35346 3.08839
H 3.64720 -1.44357 4.83000
H 3.70491 0.31402 4.80916
H 6.58230 -1.17867 2.79059
H 5.84848 -1.92654 4.17589
H 6.92059 0.92117 4.00173
H 7.45747 -0.40507 5.01925
H 5.91315 0.37400 5.35941
H 3.59502 0.25676 1.52472
H 5.31371 0.18551 1.34426
H 3.96566 2.05781 3.37767
H 4.32356 2.48786 1.70775
H 5.64389 2.10983 2.80260
C 1.97437 3.06978 -10.17728
C 1.17240 3.13347 -8.88057
N 0.64761 1.83533 -8.45061
C -0.36768 1.93860 -7.39756
C 0.07045 2.50303 -6.04999
C 1.62896 0.76468 -8.26850
C 2.77443 1.01070 -7.29203
H 1.39752 2.59433 -10.97771
H 2.23103 4.08252 -10.50609
H 2.91282 2.52087 -10.05006
H 0.33100 3.81355 -9.06268
H 1.78909 3.59927 -8.10301
H -0.82651 0.95551 -7.23620
H -1.18476 2.56709 -7.77597
H 0.67328 1.78651 -5.48958
H -0.81415 2.71798 -5.44041
H 0.63128 3.43578 -6.14969
H 2.06497 0.53059 -9.24754
H 1.11346 -0.16086 -7.97944
H 3.24290 1.98907 -7.43098
H 3.55351 0.25558 -7.44456
H 2.44900 0.92422 -6.25383

Computed properties:
E_tot = -2885.995967 Ha

Mulliken population analysis, charges in e, atoms 1 to 6: atom 1 (C): -0.71, atom 2 (C): -0.27, atom 3 (O): -0.21, atom 4 (C): -0.39, atom 5 (C): -0.17, atom 6 (O): -0.18


DFT (the ωB97M-V functional and the def2-TZVPD basis) results for a gas-phase ion, C3H6N3 (charge +1) at a distorted geometry.

Atoms and positions in Å:
H -0.20579 -0.67356 2.08976
N 0.08015 -0.68135 1.15577
C 1.29386 -0.51409 0.84166
N 1.50464 -0.15164 -0.38560
C 0.43816 0.41182 -1.07020
C -0.79733 0.44613 -0.47104
N -2.07245 0.52881 -0.35179
H 2.12439 -0.64795 1.42460
H 2.35505 -0.38517 -0.91441
H 0.45658 0.93794 -1.95746
H -2.69417 -0.13118 -0.87406
H -2.48308 0.86024 0.51276

Computed properties:
E_tot = -281.860227 Ha
Energy relative to the best compared isomer or geometry (same formula, charge and spin) = 36.2 kcal per mole
Total charge = +1

Mulliken population analysis, charges in e, atoms 1 to 6: atom 1 (H): 0.23, atom 2 (N): -0.50, atom 3 (C): -0.05, atom 4 (N): -0.10, atom 5 (C): -0.44, atom 6 (C): 0.44


DFT (the ωB97M-V functional and the def2-TZVPD basis) results for 3 unconnected molecules or ions with the total composition C13H18NO9PS at a distorted geometry.

Atoms and positions in Å:
N 6.26369 1.53377 -5.15914
C 5.30253 2.04763 -5.52476
O 4.21410 2.63869 -5.92456
C 3.29821 2.95223 -4.84051
P 2.41232 1.36099 -4.37472
S 1.58774 1.30709 -2.61768
C 3.88444 3.75364 -3.71277
C 2.65539 4.42508 -3.10619
O 1.70688 4.47729 -4.18894
C 2.19871 3.91613 -5.29856
O 1.80448 4.12023 -6.40544
H 1.55974 1.14641 -5.46587
H 3.39772 0.37618 -4.51842
H 4.40929 4.56840 -4.22550
H 4.62944 3.30721 -3.06730
H 2.90622 5.43213 -2.79113
H 2.21063 3.89376 -2.27692
C -0.82598 -1.52521 1.83080
C 0.40910 -0.66855 1.88949
C 0.44890 0.34339 3.01250
O 1.30279 1.36116 2.46035
C 1.18536 1.30868 1.11289
O 1.62154 2.11794 0.36104
O 0.50115 0.20187 0.74288
H -0.89702 -2.03071 0.86739
H -0.79382 -2.27476 2.62031
H -1.72342 -0.92270 1.95897
H 1.31102 -1.28779 1.89731
H 0.86631 -0.03913 3.93947
H -0.53297 0.77901 3.20459
C -5.77465 -4.24498 2.78617
C -4.36361 -3.89241 3.17735
C -3.91554 -4.35146 4.54722
O -2.90846 -3.37989 4.87147
C -3.21197 -2.23873 4.20940
O -2.67812 -1.19281 4.38327
O -4.19731 -2.46402 3.31079
H -6.08410 -3.66476 1.91850
H -5.84268 -5.30350 2.53795
H -6.47175 -4.02896 3.59638
H -3.65817 -4.22953 2.41251
H -3.49263 -5.35211 4.56270
H -4.71552 -4.27687 5.28670

Computed properties:
E_tot = -1977.612147 Ha

Mulliken population analysis, charges in e, atoms 1 to 6: atom 1 (N): -0.45, atom 2 (C): 0.56, atom 3 (O): -0.46, atom 4 (C): 0.91, atom 5 (P): 0.13, atom 6 (S): -0.31


DFT (the ωB97M-V functional and the def2-TZVPD basis) results for 2 unconnected molecules or ions with the total composition C6H13NO2.

Atoms and positions in Å:
C 0.17692 -1.37894 -1.76337
C -0.52253 -0.56108 -0.70616
O -1.34491 0.28773 -0.93804
O -0.15468 -0.95702 0.51398
C -0.93031 -0.51515 1.67897
C -0.78688 0.97857 1.93026
N -2.30281 -0.87597 1.60057
H 1.15761 -1.68527 -1.41528
H -0.42242 -2.27234 -1.95372
H 0.25210 -0.80868 -2.68204
H -0.45852 -1.08834 2.48657
H -1.32451 1.22627 2.84096
H -1.21108 1.53786 1.10109
H 0.26014 1.24229 2.04574
H -2.42750 -1.86493 1.42153
H -2.77102 -0.34227 0.87673
C 1.83536 1.44784 -0.65061
C 2.43130 0.91011 -1.69403
H 2.12142 1.19008 0.35640
H 1.03981 2.16655 -0.75288
H 2.15352 1.16897 -2.70510
H 3.22900 0.19371 -1.59157

Computed properties:
E_tot = -441.638239 Ha
Energy relative to the best compared isomer or geometry (same formula, charge and spin) = 26.2 kcal per mole

Mulliken population analysis, charges in e, atoms 1 to 6: atom 1 (C): -1.17, atom 2 (C): 0.90, atom 3 (O): -0.58, atom 4 (O): -0.35, atom 5 (C): 0.25, atom 6 (C): -1.20